{"formula": "C5H7NO", "method": "ωB97M-V/def2-TZVPD", "elements": ["C", "C", "N", "C", "C", "C", "O", "H", "H", "H", "H", "H", "H", "H"], "positions_angstrom": [[0.5964, -1.7028, 0.5152], [0.1832, -0.3004, 0.2396], [-0.4183, 0.5002, 1.3465], [-1.1266, 0.3633, 0.1379], [-0.3795, 1.3521, -1.1370], [0.8341, 0.5637, -0.8034], [2.0037, 0.6688, -1.0884], [0.5603, -2.3054, -0.3977], [-0.0431, -2.1472, 1.2791], [1.6300, -1.6876, 0.8733], [-0.0629, 1.4475, 1.4141], [-2.1179, -0.1365, 0.1065], [-0.3119, 2.4442, -1.1319], [-1.3476, 0.9402, -1.3538]], "atomic_forces_ev_per_a": [[0.0, -0.1, 0.1], [0.4, -0.4, 0.1], [0.4, 0.1, 0.6], [0.3, 0.6, 0.2], [-0.9, -0.1, 1.8], [0.3, -0.2, 0.1], [-0.7, 0.1, -0.2], [0.0, 0.1, 0.1], [0.1, 0.0, -0.1], [-0.1, -0.1, 0.0], [0.3, -0.2, 0.2], [0.6, 0.8, -0.2], [-0.4, -0.3, 0.2], [-0.1, -0.2, -3.1]], "e_tot_ha": -324.5680, "relative_energy_ev": 4.258, "e_homo_ev": -9.487}

***

{"formula": "CH36N2O16", "method": "ωB97M-V/def2-TZVPD", "elements": ["N", "C", "N", "H", "H", "H", "H", "H", "H", "O", "H", "H", "O", "H", "H", "O", "H", "H", "O", "H", "H", "O", "H", "H", "O", "H", "H", "O", "H", "H", "O", "H", "H", "O", "H", "H", "O", "H", "H", "O", "H", "H", "O", "H", "H", "O", "H", "H", "O", "H", "H", "O", "H", "H", "O"], "positions_angstrom": [[0.3323, 0.9026, -0.0536], [0.8120, 2.1150, -0.4643], [0.0015, 2.9850, -0.9742], [-0.6577, 0.7216, -0.0689], [0.9209, 0.3224, 0.5551], [1.9863, 2.2332, -0.3672], [0.3293, 3.8132, -1.3717], [3.1886, -0.3670, 0.5398], [2.9541, -1.0765, 1.9470], [2.6284, -0.3950, 1.3776], [-4.1130, 0.1723, 0.1712], [-3.2962, 0.7841, 1.2429], [-3.8017, 1.0319, 0.4530], [4.4197, 0.1619, -1.4546], [3.1169, -0.5934, -1.6830], [3.8345, -0.3667, -1.0086], [-1.8447, -1.7545, 0.4508], [-1.6144, -1.1117, 1.8429], [-1.4251, -1.8858, 1.3114], [0.9623, -2.9548, -0.8129], [1.2269, -4.1434, -1.7928], [0.9081, -3.2410, -1.7705], [-1.0340, 3.0839, 2.5220], [0.2127, 2.2353, 2.7418], [-0.6701, 2.3375, 3.0732], [-1.6326, 1.0925, 2.7574], [-2.7113, 0.2158, 3.3602], [-2.2516, 0.3601, 2.5286], [3.7142, -3.3171, 2.2545], [2.2163, -2.9589, 2.1163], [3.0444, -2.7497, 2.6095], [2.4518, 2.1770, 3.1416], [2.1666, 1.1001, 2.1052], [1.9211, 2.0060, 2.3398], [1.6058, -1.8885, -2.4949], [1.1897, -0.4972, -2.8632], [1.9701, -1.0009, -2.8201], [0.0876, -2.3612, 1.0485], [1.4870, -1.6492, 0.7856], [1.0749, -2.5422, 0.7770], [-2.4249, -0.2878, -1.3065], [-2.3567, -1.7913, -1.6396], [-2.6852, -1.1746, -0.9563], [-1.6338, 2.1415, -1.5175], [-2.8668, 1.3974, -0.9651], [-2.2499, 1.4097, -1.6853], [-0.6525, -2.9094, -2.4842], [-1.1305, -1.6819, -3.2768], [-1.4308, -2.4878, -2.9089], [-2.6681, 3.6667, 1.1359], [-1.3419, 3.5219, 0.4804], [-1.7519, 3.9641, 1.2375], [-1.1153, 0.6129, -2.6533], [-0.8212, 0.5162, -4.1694], [-0.5817, 0.1056, -3.3433]], "atomic_forces_ev_per_a": [[1.3, 0.3, 0.4], [1.1, 0.1, -0.3], [-0.9, -2.1, 1.0], [-0.1, 0.1, 0.0], [-0.5, 0.5, -0.5], [-2.5, -0.2, -0.2], [1.3, 1.3, -0.4], [-0.2, 0.1, 0.7], [0.7, -1.3, 0.9], [-0.2, 1.4, -1.7], [-0.3, -0.4, -0.5], [0.4, 0.2, 0.5], [-0.3, 0.3, -0.1], [2.3, 2.0, -1.5], [0.4, 0.1, 0.4], [-2.8, -2.2, 1.2], [-0.5, 0.4, -0.4], [-0.2, 0.6, 0.3], [0.9, -1.2, 0.1], [0.0, -0.3, -0.1], [0.1, -0.2, -0.1], [0.0, 0.1, 0.4], [0.1, -0.6, 0.5], [1.4, -0.3, -0.2], [-1.5, 0.8, 0.1], [0.7, 0.6, -0.1], [-0.2, -0.2, 0.1], [-0.4, -0.3, 0.4], [0.5, -0.5, -0.3], [0.4, 0.0, 0.1], [-0.8, 0.4, 0.3], [-0.4, 0.1, -0.5], [0.2, -0.5, -0.3], [0.5, 0.6, 0.9], [0.8, 1.0, -0.6], [-1.8, 1.6, -0.4], [1.2, -2.4, 0.8], [1.1, -0.1, -0.3], [-0.1, -0.4, 0.1], [-1.4, 0.4, 0.1], [-0.2, -1.0, 0.3], [0.0, -0.2, -0.3], [0.0, 0.8, 0.0], [0.4, 0.4, 0.2], [-1.2, 0.2, 1.4], [0.8, 0.2, -1.5], [-0.3, 0.3, -0.3], [0.7, 1.6, -0.7], [-0.6, -2.1, 0.8], [0.0, 0.2, 0.3], [0.6, 0.1, -0.4], [-0.7, -0.2, -0.2], [0.6, -0.8, -1.0], [0.0, 0.2, -0.5], [-0.4, 0.6, 1.2]], "e_tot_ha": -1373.1633, "relative_energy_ev": 0.000, "e_homo_ev": -9.976}

***

{"formula": "C5H8O", "method": "ωB97M-V/def2-TZVPD", "elements": ["C", "C", "C", "O", "C", "C", "H", "H", "H", "H", "H", "H", "H", "H"], "positions_angstrom": [[-0.2592, 1.3666, -0.3767], [-0.1599, -0.5468, 0.2745], [-0.2942, -1.3022, -1.0116], [-1.1050, -0.8983, 1.1529], [0.8128, 0.3872, 0.5961], [1.7908, 0.9706, 1.2484], [-0.0865, 2.2619, 0.2187], [0.1894, 1.4556, -1.3661], [-1.3359, 1.1913, -0.4595], [-0.0246, -2.3459, -0.8161], [0.3754, -0.9044, -1.7730], [-1.3286, -1.2878, -1.3688], [-0.8862, -0.4860, 2.0055], [2.4023, 0.2051, 1.7535]], "atomic_forces_ev_per_a": [[-0.2, 0.3, -0.3], [0.1, 0.0, -0.1], [0.1, 0.0, -0.1], [0.1, 0.2, 0.2], [0.2, -0.1, 0.2], [-0.1, -0.3, -0.1], [0.0, -0.2, 0.0], [-0.1, -0.1, 0.1], [0.1, 0.0, 0.0], [0.0, 0.1, 0.0], [-0.1, 0.0, 0.1], [0.1, 0.0, 0.1], [0.0, -0.1, -0.1], [-0.1, 0.1, 0.0]], "e_tot_ha": -270.3663, "relative_energy_ev": 5.215, "e_homo_ev": -7.435}

***

{"formula": "C2H10NO2", "method": "ωB97M-V/def2-TZVPD", "elements": ["C", "C", "N", "H", "H", "H", "H", "H", "H", "H", "H", "O", "H", "H", "O"], "positions_angstrom": [[0.6912, 1.0196, 1.9104], [1.5999, -0.6735, 0.4538], [0.5809, -0.0707, 0.9358], [0.4120, 0.7786, 2.9246], [1.6946, 1.4481, 2.0078], [-0.0192, 1.7821, 1.5794], [2.4873, -0.4260, 1.0588], [1.4157, -1.3483, -0.3424], [-0.3418, -0.1856, 0.4923], [-0.4960, -0.3496, -3.8673], [-0.9416, 0.7866, -3.3893], [-0.7403, -0.0843, -2.9580], [-2.6216, -1.3837, 0.1398], [-1.8004, -0.5514, -0.9418], [-1.9207, -0.7420, -0.0038]], "atomic_forces_ev_per_a": [[-0.3, 0.9, 0.2], [-0.8, 1.2, 2.3], [0.9, 0.6, -0.4], [-0.4, -0.7, 0.1], [-0.1, -0.3, -0.6], [0.3, 0.0, 0.0], [0.2, -0.7, -1.2], [0.5, -0.7, -0.6], [-0.4, -0.5, 0.3], [0.4, -1.7, 0.7], [-0.4, 0.1, 1.8], [0.0, 1.6, -2.3], [0.0, 0.0, -0.3], [-0.5, -0.3, -0.3], [0.6, 0.5, 0.2]], "e_tot_ha": -287.1559, "charge": 1, "relative_energy_ev": 1.099, "e_homo_ev": -15.485}